ORCA calculation (ωB97M-V with the def2-TZVPD basis set) on a molecular structure, C21H27Cl2O7PtS3.

Structure (ORCA input):
```
! RIJCOSX wB97M-V def2-TZVPD def2/J DEFGRID3
* xyz -1 1
C -0.776 -1.519 1.458
H -0.499 2.769 -4.176
H 1.659 1.557 -3.847
H -4.840 -1.524 5.044
H 2.465 -4.852 2.126
H 2.791 -1.264 4.430
Pt 1.272 -1.307 -1.580
H 3.648 -3.508 3.832
H -2.106 2.285 -1.721
H -1.768 2.595 0.699
Cl 0.292 -2.579 -4.186
O 3.810 -2.650 -1.352
H 0.502 3.650 0.711
H 0.450 -3.974 1.033
H 2.533 3.067 -3.844
S 2.913 -0.271 0.009
C 0.949 -3.382 1.789
H 0.339 4.326 -4.087
H -0.165 5.104 -0.038
C 2.751 -3.125 3.361
C 1.576 2.609 -3.575
S 3.914 -1.210 -1.533
H -2.455 4.050 -0.005
H -1.330 -1.333 -5.323
C -2.327 -2.707 3.104
H 2.348 2.312 -1.583
C -0.401 4.254 0.606
C 2.272 -1.866 3.695
H 1.299 3.740 -1.720
O -0.249 0.649 -2.343
O -0.547 -0.174 1.111
H -3.652 -3.630 4.503
O 5.231 -0.686 -1.757
S 0.108 1.719 -1.334
C -3.363 -2.704 4.021
C 1.138 -1.370 3.077
O -0.407 -2.154 -0.888
H -4.151 0.579 3.938
C -1.118 -2.343 0.170
H -1.817 -3.625 2.872
H 0.769 -0.384 3.324
O 2.947 -0.745 -2.638
H -0.649 4.640 1.595
H 0.644 3.217 -5.427
C -1.551 3.436 0.037
H -1.087 3.691 -2.079
C -0.413 -1.081 -4.802
C -2.602 -0.351 2.785
O -2.009 -3.177 0.203
H 0.308 -0.121 0.678
H -0.575 -0.409 -3.964
Cl 0.654 -0.272 -5.964
C -3.644 -0.350 3.705
C 1.454 2.713 -2.058
C -1.277 2.896 -1.361
C -1.937 -1.528 2.466
C 0.449 3.271 -4.356
C -4.030 -1.524 4.325
C 0.468 -2.123 2.117
C 2.087 -3.878 2.409
H -2.296 0.567 2.308
*
```

**Energy relative to the best compared isomer or geometry (same formula, charge and spin)**: 41.95 kcal/mol
**Strongest force on any atom**: 1.388 eV/Å
**Highest occupied orbital energy (spin up / spin down)**: -5.3 / -5.3 eV